# C46H35NO9PS

4 unconnected molecules or ions with the total composition C46H35NO9PS (ωB97M-V/def2-TZVPD, the Open Molecules 2025 dataset).

The largest force on an atom comes out at 2.51 eV/Å. The highest occupied orbital energy is -11.38 eV. The calculation puts the total energy at -3245.20852 Eh. Its total charge is +1.

XYZ file:
```
93
Properties=species:S:1:pos:R:3:lowdin_charge:R:1
S 1.88310 -0.04749 1.02591 1.09
P 0.58229 -2.58967 0.17198 0.29
O 4.87843 -1.29612 -5.17558 0.10
O 8.21430 -4.82936 -2.93779 0.12
O 1.39063 -3.23351 1.15553 -0.21
O -1.96202 6.78614 9.24791 0.12
O 0.41118 -3.49543 -1.11186 -0.10
O -0.82152 -2.20566 0.77406 -0.09
O -2.98404 -1.60491 -2.33460 0.05
O -1.19547 5.02433 4.25279 0.07
O -7.58063 -4.27755 -3.00930 0.13
N 1.69085 1.45436 0.52662 -0.25
C -0.21634 2.01456 -0.89161 0.00
C 0.62343 6.97379 8.20383 0.01
C -3.19947 -5.51381 -0.93885 -0.04
C 1.03784 5.98879 5.63731 -0.01
C -1.37429 5.45189 5.37895 -0.28
C 3.28803 -4.14550 -2.57635 -0.07
C 1.88848 7.00241 7.64425 -0.05
C -6.08923 0.27052 -4.42716 -0.05
C -4.20875 5.90640 7.83788 0.01
C -6.53217 -3.68651 -2.88629 -0.27
C -3.82040 5.04757 5.22237 -0.01
C -5.37468 -4.31429 -2.18890 -0.08
C -7.39989 -1.72611 -4.14022 0.01
C -0.25467 2.44889 1.56895 0.01
C -2.73613 5.47492 5.97810 -0.09
C -3.09634 -4.22364 -1.42342 -0.01
C 9.78284 -2.08793 -5.67790 -0.05
C -1.79421 6.41648 8.10729 -0.28
C 0.46975 1.92150 0.39007 -0.40
C -4.02538 -2.22196 -2.52207 -0.27
C 2.09725 6.50211 6.36365 -0.06
C -4.17627 -3.61856 -2.03865 -0.09
C -4.40068 -6.20465 -1.07106 -0.04
C 8.90829 -1.20027 -6.29578 -0.05
C 7.08193 -2.12456 -5.04374 -0.09
C 5.13250 -3.14637 -3.74466 -0.08
C 5.99668 -4.07943 -3.17288 -0.08
C 4.14752 -5.08685 -2.01739 -0.04
C 9.30949 -3.00130 -4.75248 0.00
C 7.95777 -3.03126 -4.43893 -0.08
C 7.45908 -4.04628 -3.46961 -0.28
C -5.09030 5.05149 5.77058 -0.06
C 3.77931 -3.17970 -3.43691 -0.02
C 5.49841 -5.05127 -2.31288 0.01
C -5.04430 -0.30607 -3.72798 -0.01
C 5.63583 -2.11607 -4.69738 -0.28
C -0.44203 6.45454 7.48188 -0.08
C -2.93453 5.91682 7.28837 -0.08
C 1.50820 -1.12608 -0.38773 -0.37
C -5.28361 5.47471 7.08110 -0.05
C -5.16800 -1.59985 -3.23685 -0.09
C -7.26367 -0.44258 -4.64044 -0.04
C -6.35834 -2.30855 -3.43324 -0.08
C -0.23759 5.97124 6.18726 -0.09
C 7.56242 -1.21438 -5.97591 0.00
C -5.48506 -5.60710 -1.69566 0.01
H -0.61208 3.43603 1.30092 0.11
H 9.98583 -3.69573 -4.27441 0.12
H -0.35284 3.05697 -1.16559 0.12
H -1.07464 1.77394 1.79783 0.11
H -4.35558 6.24049 8.85523 0.12
H -6.27648 5.47101 7.51003 0.11
H 3.11484 -2.44858 -3.87919 0.11
H 2.23334 -4.16848 -2.34395 0.08
H -4.12831 0.24401 -3.56611 0.11
H 1.19629 5.60486 4.63960 0.11
H 10.83586 -2.06886 -5.92411 0.11
H -1.28559 -1.51679 0.26103 0.10
H 2.45249 -1.45561 -0.80139 0.08
H -5.98969 1.27616 -4.81287 0.11
H -2.17922 -3.66946 -1.32707 0.08
H 3.76052 -5.84570 -1.35077 0.11
H 0.85594 -0.38467 1.85423 0.03
H -4.48901 -7.21266 -0.68950 0.11
H 0.45804 7.35721 9.20074 0.12
H 0.34422 1.56809 -1.69639 0.09
H 2.71600 7.41392 8.20607 0.11
H 0.44773 2.53799 2.38123 0.10
H -8.31381 -2.28054 -4.29999 0.13
H -3.66759 4.71677 4.20495 0.11
H 9.27999 -0.49555 -7.02726 0.11
H -1.21202 1.58913 -0.84016 0.11
H -6.41725 -6.14337 -1.80352 0.13
H 6.88102 -0.52269 -6.45072 0.12
H 6.17111 -5.77824 -1.87999 0.12
H -5.93400 4.72334 5.17837 0.11
H 0.23324 -2.87527 -1.84784 0.10
H 3.08895 6.51883 5.93175 0.11
H 0.99255 -0.55241 -1.14892 0.06
H -2.35066 -5.98311 -0.45954 0.11
H -8.07500 0.00608 -5.19727 0.11
```



# C46H36O2P

A gas-phase ion, C46H36O2P (charge +1) (ωB97M-V/def2-TZVPD, the Open Molecules 2025 dataset).

The largest force on an atom comes out at 3.31 eV/Å. The highest occupied orbital energy is -10.39 eV. The calculation puts the total energy at -2266.08903 Eh. Its total charge is +1.

XYZ file:
```
85
Properties=species:S:1:pos:R:3:lowdin_charge:R:1
P 0.42485 0.58945 2.04964 1.21
O -1.33097 1.51307 -1.20264 0.10
O -3.45951 -2.08910 -4.52063 -0.09
C 0.73172 -3.40844 -0.28587 -0.03
C 1.23931 -2.10741 -0.25533 -0.10
C 2.88889 3.90186 2.22581 -0.05
C 2.94580 -4.35330 0.14600 -0.06
C 3.15339 1.12176 1.97618 -0.08
C -0.83623 1.51082 2.98183 -0.28
C 0.85080 -0.88700 2.98212 -0.31
C 3.32854 1.68661 -2.07738 -0.05
C 1.87629 1.69651 2.10570 -0.28
C -0.26998 -0.82976 -3.14732 0.00
C 2.06332 -1.90636 4.82328 -0.05
C 3.06217 -0.74656 -0.78726 -0.14
C 0.92695 -3.29680 3.19948 -0.05
C 1.62935 -0.76423 4.15334 -0.09
C -2.64811 -0.54594 1.51184 -0.05
C 3.49400 -3.07470 0.09620 -0.01
C -2.03856 1.86695 5.07589 -0.05
C -2.49408 0.45872 0.54748 -0.18
C -3.72912 -0.51340 2.38599 -0.06
C -2.28568 3.45458 3.26187 -0.05
C 1.92718 -0.08536 -1.27832 -0.11
C 4.46616 0.99970 -1.63839 -0.07
C -4.70280 0.47915 2.25971 -0.05
C -1.26832 -1.08049 -4.08346 0.01
C 1.57640 -4.51086 -0.07015 -0.07
C 0.11340 0.26908 0.23045 -0.18
C -0.45206 -1.14130 -1.80324 -0.16
C 4.15311 3.31666 2.07946 -0.05
C 1.75764 -3.17614 4.31729 -0.04
C -2.59187 3.04180 4.56168 -0.05
C 2.03935 1.14498 -1.91015 -0.03
C -3.37034 -1.73765 -5.91844 -0.05
C 0.40463 -2.15989 2.59695 -0.08
C 0.62418 -0.78101 -0.73277 -0.20
C 4.28859 1.92903 1.93653 -0.05
C 2.65440 -2.00621 -0.18353 -0.13
C -2.54142 -2.24378 -2.36162 0.03
C 4.34813 -0.24828 -1.01741 -0.01
C -1.41624 2.69386 2.47757 -0.10
C -3.54701 1.35736 0.32993 -0.01
C -4.59887 1.41545 1.22895 -0.06
C -1.59765 -1.86301 -1.43257 -0.06
C -1.17074 1.10517 4.28944 -0.06
C 1.75117 3.09420 2.21080 -0.05
C -2.40721 -1.81745 -3.69920 -0.26
C -1.26376 0.76431 -0.22820 -0.35
H -3.27014 3.63451 5.17575 0.12
H 0.77097 3.55545 2.29516 0.09
H 1.14494 1.68807 -2.20933 0.12
H 1.89407 0.22822 4.52414 0.12
H 0.69055 1.20577 -0.00078 0.12
H 3.56915 -5.20918 0.39089 0.11
H -5.50881 0.55622 2.99462 0.12
H 5.03989 3.94580 2.05596 0.11
H -1.91904 -1.35458 1.58451 0.09
H -0.33026 -3.61332 -0.46706 0.11
H -3.40485 -2.84620 -2.09156 0.13
H -3.48371 -0.65196 -6.04731 0.10
H 2.78131 4.98637 2.33226 0.12
H -3.79097 -1.23942 3.19385 0.11
H 3.25210 0.04110 1.89149 0.11
H 5.18675 -0.87110 -0.69785 0.12
H 5.46571 1.42145 -1.77672 0.11
H 4.54910 -2.86905 0.24818 0.11
H 1.13070 -5.51034 -0.07418 0.11
H -1.75408 -2.18268 -0.40252 0.10
H -4.20470 -2.26109 -6.37938 0.09
H -2.72167 4.37162 2.85255 0.12
H -0.29851 -2.27232 1.77376 0.08
H -1.18190 3.04923 1.46891 0.12
H -1.16722 -0.70331 -5.10282 0.11
H -2.41823 -2.07469 -6.35267 0.09
H 0.69305 -4.27743 2.77684 0.12
H -2.26985 1.53426 6.09189 0.12
H -0.74763 0.18964 4.69908 0.10
H 3.44296 2.64546 -2.58214 0.11
H 0.65006 -0.35938 -3.48382 0.12
H -5.32621 2.21652 1.12031 0.11
H 5.26777 1.46927 1.77193 0.12
H -3.47614 2.02614 -0.53153 0.13
H 2.66607 -1.80685 5.72743 0.12
H 2.16116 -4.07470 4.78580 0.12
```